Computed, not measured: C58H48IN4O4P3SSe2W as an isolated structure in a non-equilibrium geometry, with ωB97M-V/def2-TZVPD.

- E_tot (eV) = -254382.6963
- LUMO energy (spin up / spin down) (Ha) = -0.2731 / -0.2732
- net charge = +2
- energy above the lowest of the compared OMol25 structures with the same formula, charge and spin (kJ/mol) = 97.9
- orbital gap (spin up / spin down) (eV) = 4.266 / 4.266

Element x y z (Å)
W 1.10877 -0.06110 0.97770
I 3.63094 -1.24782 1.50305
Se -1.41530 -4.27188 -3.27636
Se 0.16487 -2.23685 1.73971
S 1.67816 0.63737 4.51858
P 2.63367 0.95000 -0.77219
P -1.88037 -2.26175 -3.66633
P -1.57927 -2.00500 0.37908
O 0.10450 1.53987 1.16772
O 2.72020 -0.15836 5.07024
O -0.77894 1.96557 3.14514
O 1.47587 0.37648 3.07063
N 2.21541 2.19544 4.57961
N 0.64964 0.04084 -1.91443
N -0.00924 -0.41071 -2.93177
N 0.20190 -0.47711 -0.78333
C 1.00973 4.55873 -1.75647
C 4.65019 2.77224 -0.99992
C 6.28447 3.53878 0.55328
C -2.66186 -0.35023 2.36239
C 5.72038 3.61237 -0.68609
C -2.04838 -0.14146 7.01401
C -2.07341 -1.11458 -7.55826
C 4.68184 -0.84661 -3.83860
C 0.08865 2.14706 2.31760
C -0.08167 -1.67600 -5.69760
C 2.90163 -1.62885 -1.86338
C -5.83756 -2.26136 -2.70111
C -4.38060 1.26872 1.93317
C -3.50515 -0.03512 0.11929
C -3.59262 -1.75524 -3.35075
C -1.56208 -1.10257 6.13070
C -4.54382 -2.68327 -2.95674
C -3.84645 -5.92141 -0.17413
C -4.55702 -4.73436 -0.08599
C -2.50342 -3.54087 0.18171
C 1.24612 3.13268 2.53963
C -0.83441 -1.31698 -1.09693
C -0.94798 -1.25429 -2.49744
C 1.49520 3.33640 4.03026
C 6.08359 1.60485 3.68871
C -1.42147 -1.67742 -5.32049
C -5.21937 -0.00131 -3.26057
C 5.84908 2.57337 1.48226
C 4.17897 1.79579 -0.14066
C -0.30662 1.36424 6.28033
C -6.17237 -0.92609 -2.85628
C 4.21869 0.08127 -2.92069
C 1.67132 2.22906 -3.11903
C -0.74255 -1.11717 -7.93737
C 6.43503 2.54648 2.76496
C 1.93808 2.33648 -1.75614
C 3.35829 -2.54964 -2.78729
C -1.41626 1.09996 7.06228
C 4.63717 0.59545 2.06858
C 0.15779 0.39022 5.41328
C 3.32457 -0.29832 -1.92478
C 0.25013 -1.38338 -7.00680
C -3.92224 -0.41008 -3.50255
C 4.83923 1.62234 1.11529
C 4.25381 -2.16130 -3.77432
C 1.60865 3.50959 -1.08176
C 0.73315 4.44497 -3.10920
C -2.46404 -5.92088 -0.07316
C 5.20060 0.58066 3.31825
C -4.36842 0.93730 0.58672
C -3.53304 0.62307 2.82116
C 1.07002 3.28202 -3.78475
C -3.89243 -3.53391 0.09375
C -2.64446 -0.67377 1.01043
C -3.18199 -0.44749 7.93098
C -0.46042 -0.84530 5.33235
C -1.78529 -4.73224 0.11493
C -2.41896 -1.40192 -6.25073
H -3.54644 0.87663 3.87034
H 4.62539 -2.88593 -4.48210
H 1.91698 1.32203 -3.65147
H 5.37288 -0.53454 -4.60772
H -3.16518 0.29254 -3.82599
H 0.76849 5.47043 -1.23189
H 0.19753 2.31187 6.37059
H -4.26698 -3.72524 -2.86785
H 2.15980 2.75033 2.05828
H -4.44446 -2.60681 0.16551
H 2.72749 2.37676 5.42755
H -0.70879 -4.71964 0.21427
H 0.97257 4.08618 2.07876
H -1.91872 -6.84703 -0.14596
H 6.53643 1.59554 4.66752
H -2.79391 -0.60615 8.93651
H 1.84931 3.60860 -0.03146
H -0.47761 -0.91965 -8.96314
H 7.19523 3.28146 2.98348
H -1.79022 1.85365 7.73871
H 3.01003 -3.57100 -2.74021
H 0.26794 5.26403 -3.63683
H -3.70913 -1.34694 7.62621
H 0.52724 3.50176 4.51473
H -2.04217 -2.06858 6.07934
H 6.06125 4.33111 -1.41285
H -4.37581 -6.84994 -0.32113
H -5.05824 2.03032 2.28911
H 4.15636 2.92382 -1.94829
H -5.03328 1.43387 -0.10249
H 4.56044 1.10089 -2.99230
H 0.68576 -1.89831 -4.96842
H -2.01075 -0.87007 3.05732
H 0.86301 3.19588 -4.84030
H -7.18627 -0.60446 -2.67776
H 2.19642 -1.95629 -1.09151
H -3.88503 0.37940 7.99228
H -5.49279 1.03282 -3.40315
H -3.50180 -0.30982 -0.92610
H -2.84150 -0.89843 -8.28449
H -0.06711 -1.61335 4.67926
H 1.28431 -1.37344 -7.31304
H -6.58810 -2.97707 -2.40160
H 4.98133 -0.22237 4.00724
H 2.11918 4.21706 4.18574
H -5.63370 -4.74142 -0.16282
H 7.08157 4.20396 0.84400
H -3.45977 -1.41010 -5.95921

Results of the Mulliken charge analysis, in e, for atoms 1 through 4: W 0.9005; I 0.1632; Se -0.3092; Se -0.4114